Here is C14H14N5O4PtS as an isolated structure from the OMol25 dataset. Energies are from the ωB97M-V functional and the def2-TZVPD basis.

The geometry in XYZ format:
```
39
Properties=species:S:1:pos:R:3:mulliken_spin:R:1
Pt -0.79 0.87 0.12 0.0456
N -3.64 0.26 -1.62 -0.0012
N -4.65 0.81 -0.88 0.0021
C -4.30 1.42 0.27 -0.0093
N -5.37 2.07 0.86 -0.0001
S -2.84 1.40 1.08 -0.0022
H -3.36 0.81 -2.42 -0.0008
H -3.84 -0.69 -1.90 -0.0002
H -5.41 1.27 -1.37 -0.0008
H -6.26 1.59 0.78 -0.0001
H -5.18 2.36 1.81 -0.0002
O -1.08 0.59 -1.92 0.1671
C -0.17 0.11 -2.69 0.4268
C 1.19 -0.17 -2.45 -0.1093
C 2.01 -0.67 -3.51 0.3030
C 3.37 -0.92 -3.30 -0.0476
C 3.92 -0.69 -2.03 0.0747
C 3.17 -0.21 -0.99 0.0200
C 1.79 0.07 -1.16 0.0319
O 1.14 0.52 -0.16 0.0113
N 4.19 -1.40 -4.31 0.0197
O 3.68 -1.60 -5.43 0.0103
O 5.40 -1.61 -4.09 0.0447
H -0.49 -0.13 -3.71 0.0229
H 1.58 -0.85 -4.49 0.0303
H 4.98 -0.90 -1.90 0.0065
H 3.59 -0.04 -0.02 -0.0019
N -0.29 1.42 1.90 0.6139
C 0.15 0.50 2.78 -0.0574
C 0.55 0.98 4.05 0.1955
C 1.00 0.13 5.04 -0.1185
C 1.07 -1.25 4.80 0.2260
C 0.70 -1.74 3.55 -0.1029
C 0.24 -0.90 2.56 0.1774
H 0.50 2.05 4.22 0.0042
H 1.29 0.52 6.01 -0.0058
H 1.42 -1.92 5.57 0.0196
H 0.77 -2.80 3.35 -0.0051
H -0.04 -1.29 1.59 0.0101
```

**Frontier orbital gap (spin up / spin down)**: 0.1387 / 0.2404 Ha
**Spin multiplicity**: 3
**Relative energy (zero: lowest compared OMol25 entry of this formula, charge and spin)**: 16.6 kcal/mol
**LUMO (spin up / spin down)**: 2.04 / 2.03 eV
**Net charge**: -1

***

Here is an isolated molecule of C5H7N3 from the OMol25 dataset. Energies are from the ωB97M-V functional and the def2-TZVPD basis.

The geometry in XYZ format:
```
15
Properties=species:S:1:pos:R:3:mulliken_charge:R:1
C 2.19 0.12 0.07 -0.2141
N 1.46 1.25 0.06 -0.6868
N 0.22 0.75 -0.39 0.3541
C -1.18 1.19 -0.03 -0.4716
C -2.01 -0.29 0.08 -0.2495
N -0.88 -1.26 -0.02 -0.6311
C 0.12 -0.53 -0.26 0.1854
C 1.49 -1.09 -0.06 0.0105
H 3.39 0.30 0.28 0.2931
H -1.07 1.93 0.90 0.2468
H -1.66 1.86 -0.80 0.2304
H -3.05 -0.39 -0.69 0.2520
H -2.46 -0.35 1.12 0.2048
H 1.88 -1.54 -0.99 0.1938
H 1.55 -1.95 0.73 0.2823
```

**Frontier orbital gap**: 0.3392 Ha
**Spin multiplicity**: 1
**Relative energy (zero: lowest compared OMol25 entry of this formula, charge and spin)**: 107.8 kcal/mol
**SMILES string**: C1=NN2CCN=C2C1
**LUMO**: 0.88 eV

***

Here is a 2-piece molecular cluster, C33H32NO2 overall from the OMol25 dataset. Energies are from the ωB97M-V functional and the def2-TZVPD basis.

The geometry in XYZ format:
```
68
Properties=species:S:1:pos:R:3:mulliken_charge:R:1
C 2.66 5.14 -1.18 -0.4681
C 1.88 5.97 -0.35 -0.6621
C 0.64 5.53 0.12 -0.3993
C 0.16 4.27 -0.24 -0.1593
C -1.20 3.80 0.31 0.2802
C -1.09 3.12 1.67 0.0297
C -2.13 3.29 2.59 -0.2264
C -2.07 2.67 3.85 -0.6890
C -0.95 1.90 4.18 -0.5466
C 0.08 1.72 3.25 -0.7815
C 0.00 2.32 1.99 -0.3272
C -1.94 2.88 -0.67 -0.1666
C -2.20 3.51 -2.05 -0.5650
C -3.56 2.96 -2.49 -0.7411
C -4.25 2.48 -1.19 -0.5855
N -3.20 2.40 -0.22 0.1477
C 0.93 3.45 -1.07 0.2370
C 2.18 3.88 -1.54 -0.8789
H 3.63 5.48 -1.54 0.3840
H 2.25 6.96 -0.07 0.3944
H 0.04 6.16 0.77 0.3848
H -1.83 4.71 0.42 0.5920
H -2.99 3.92 2.33 0.4769
H -2.89 2.81 4.55 0.4717
H -0.88 1.43 5.17 0.4146
H 0.96 1.12 3.50 0.4205
H 0.80 2.19 1.26 0.4487
H -1.31 1.98 -0.81 -0.1050
H -2.25 4.61 -1.94 0.4056
H -1.38 3.28 -2.74 0.3497
H -4.15 3.71 -3.02 0.3513
H -3.40 2.11 -3.16 0.2810
H -5.03 3.20 -0.88 0.3507
H -4.75 1.51 -1.34 0.2066
H -3.43 2.30 0.75 -0.0213
H 0.56 2.46 -1.37 0.3493
H 2.76 3.22 -2.18 0.3769
C -2.80 -7.72 -4.05 -0.7974
O -1.95 -6.67 -3.55 -0.4134
C -2.45 -5.75 -2.68 0.8178
C -1.53 -4.75 -2.25 -0.8892
C -1.94 -3.77 -1.37 -0.5523
C -3.27 -3.72 -0.89 0.4601
C -3.72 -2.67 0.00 1.3017
O -5.02 -2.79 0.36 -0.4520
C -5.60 -1.87 1.21 0.5002
C -4.86 -0.79 1.73 0.5341
C -5.52 0.03 2.70 -0.5656
C -6.84 -0.21 3.04 -0.7442
C -7.54 -1.29 2.48 -0.3796
C -6.92 -2.14 1.57 -0.7692
C -3.53 -0.64 1.28 0.1486
C -2.95 -1.62 0.49 -0.9932
C -4.17 -4.74 -1.31 -0.5850
C -3.78 -5.73 -2.19 -0.6001
H -2.13 -8.27 -4.71 0.2440
H -3.16 -8.36 -3.23 0.3396
H -3.65 -7.31 -4.61 0.3380
H -0.52 -4.81 -2.65 0.4287
H -1.23 -3.01 -1.06 0.3485
H -4.93 0.83 3.16 0.4907
H -7.34 0.43 3.77 0.4123
H -8.59 -1.46 2.75 0.4047
H -7.43 -3.00 1.14 0.4589
H -2.94 0.20 1.64 0.2856
H -1.89 -1.59 0.23 0.3897
H -5.20 -4.76 -0.96 0.4143
H -4.51 -6.49 -2.51 0.3936
```

**Frontier orbital gap**: 0.2028 Ha
**Spin multiplicity**: 1
**Relative energy (zero: lowest compared OMol25 entry of this formula, charge and spin)**: 0.0 kcal/mol
**LUMO**: -4.74 eV
**Net charge**: +1

***

Here is an isolated molecule of C4H11NO4 from the OMol25 dataset. Energies are from the ωB97M-V functional and the def2-TZVPD basis.

The geometry in XYZ format:
```
20
Properties=species:S:1:pos:R:3:mulliken_charge:R:1
N -1.41 0.97 -1.31 -0.5916
C -1.72 0.57 0.05 -0.2841
O -2.22 1.70 0.73 -0.5945
C -0.33 0.05 0.83 0.1680
O 0.49 1.22 0.90 -0.6369
C 0.19 -1.20 0.18 -0.1061
O -0.52 -1.74 -0.91 -0.5948
C 1.80 -1.05 -0.27 -0.6132
O 2.63 -0.23 0.55 -0.5885
H -0.73 1.73 -1.25 0.2430
H -2.24 1.41 -1.70 0.2733
H -2.49 -0.20 0.04 0.4500
H -1.44 2.15 1.08 0.3805
H -0.64 -0.17 1.85 0.2532
H 1.41 0.91 1.07 0.3610
H 0.21 -1.98 0.95 0.3889
H -0.66 -1.00 -1.55 0.4367
H 1.84 -0.66 -1.29 0.2943
H 2.26 -2.04 -0.31 0.4204
H 3.56 -0.44 0.35 0.3405
```

**Frontier orbital gap**: 0.3780 Ha
**Spin multiplicity**: 1
**Relative energy (zero: lowest compared OMol25 entry of this formula, charge and spin)**: 40.6 kcal/mol
**SMILES string**: N[C@H](O)[C@H](O)[C@@H](O)CO
**LUMO**: 0.50 eV

***

Here is a 2-piece molecular cluster, C3H4OS overall from the OMol25 dataset. Energies are from the ωB97M-V functional and the def2-TZVPD basis.

The geometry in XYZ format:
```
9
Properties=species:S:1:pos:R:3:mulliken_spin:R:1
C -0.81 0.03 -0.67 0.0475
C 0.59 0.48 -0.90 -0.0242
C 0.11 -0.09 0.41 0.5801
O -1.91 -0.14 -1.10 0.1888
S 0.75 -1.35 1.37 0.2259
H 1.25 -0.13 -1.50 0.0278
H 0.80 1.54 -0.99 0.0410
H -0.36 1.52 1.61 0.9131
H -0.42 -1.86 1.76 -0.0002
```

**Frontier orbital gap (spin up / spin down)**: 0.3029 / 0.2694 Ha
**Spin multiplicity**: 3
**Relative energy (zero: lowest compared OMol25 entry of this formula, charge and spin)**: 76.7 kcal/mol
**LUMO (spin up / spin down)**: 0.57 / -2.20 eV

***

Here is a 2-piece molecular cluster, C20H17NO3 overall from the OMol25 dataset. Energies are from the ωB97M-V functional and the def2-TZVPD basis.

The geometry in XYZ format:
```
41
Properties=species:S:1:pos:R:3:mulliken_charge:R:1
C 3.47 -4.77 1.34 -1.3517
C 2.86 -3.40 1.25 1.0898
C 2.04 -2.93 2.28 -0.6608
C 1.39 -1.71 2.17 -0.6295
C 1.56 -0.89 1.01 0.8648
C 0.79 0.29 0.92 -0.3387
C 1.01 1.40 0.06 0.7288
C 0.76 2.71 0.59 -0.3339
C 0.86 3.84 -0.21 -0.6188
C 1.27 3.72 -1.55 -0.3920
C 1.55 2.46 -2.08 -0.8853
C 1.41 1.31 -1.30 -0.2800
C 2.53 -1.32 0.05 -0.4042
C 3.12 -2.57 0.15 -1.0405
H 3.94 -5.04 0.39 0.3656
H 4.22 -4.84 2.14 0.3090
H 2.69 -5.51 1.56 0.3491
H 1.91 -3.52 3.18 0.3977
H 0.76 -1.33 2.97 0.3795
H 0.10 0.45 1.76 0.2692
H 0.50 2.78 1.65 0.4252
H 0.63 4.81 0.22 0.3952
H 1.40 4.61 -2.16 0.3864
H 1.87 2.34 -3.12 0.3760
H 1.57 0.32 -1.74 0.5485
H 2.80 -0.64 -0.76 0.4958
H 3.82 -2.90 -0.62 0.3102
O -1.41 -0.33 -0.24 -0.5774
C -2.41 0.41 -0.36 0.6338
C -3.58 -0.01 -1.19 -0.2763
N -3.46 -1.22 -1.94 0.9431
O -4.50 -1.64 -2.51 -0.6638
O -2.37 -1.81 -2.04 -0.5748
C -4.77 0.71 -1.21 -0.5070
C -4.89 1.90 -0.49 -0.3842
C -3.79 2.40 0.23 -0.6759
C -2.60 1.69 0.29 -0.0174
H -5.60 0.32 -1.80 0.4351
H -5.83 2.45 -0.50 0.3409
H -3.87 3.35 0.76 0.3481
H -1.74 2.08 0.85 0.2205
```

**Frontier orbital gap**: 0.1596 Ha
**Spin multiplicity**: 1
**Relative energy (zero: lowest compared OMol25 entry of this formula, charge and spin)**: 154.9 kcal/mol
**LUMO**: -2.51 eV

***

Here is a 6-piece molecular cluster, C22H49F3O9 overall from the OMol25 dataset. Energies are from the ωB97M-V functional and the def2-TZVPD basis.

The geometry in XYZ format:
```
83
Properties=species:S:1:pos:R:3:mulliken_charge:R:1
O -3.94 3.59 4.55 -0.5067
C -4.86 2.65 4.27 0.0230
C -5.24 2.42 2.69 -0.4848
C -4.32 1.30 1.92 0.1459
C -2.70 1.44 2.20 -0.6893
C -1.80 0.34 1.37 0.3757
O -2.54 -0.26 0.21 -0.5543
C -1.20 -0.89 2.27 0.5980
F 0.22 -1.21 1.87 -0.2344
F -1.98 -2.14 1.95 -0.2406
F -1.17 -0.66 3.73 -0.2736
O -4.86 -0.05 2.16 -0.1249
C -4.39 -0.62 3.43 0.2405
O -4.54 -1.97 3.57 -0.5145
H -5.45 2.03 5.10 0.3008
H -6.36 2.00 2.67 0.1846
H -5.24 3.48 2.17 0.3781
H -4.46 1.50 0.75 0.1969
H -2.49 1.49 3.35 0.2820
H -2.40 2.50 1.76 0.3777
H -0.90 0.92 0.88 -0.0097
H -2.35 0.33 -0.60 0.3343
H -3.85 -0.01 4.29 0.1894
C 0.00 0.31 -4.46 -1.3233
C -0.89 1.14 -3.55 0.3884
C -0.51 2.62 -3.61 -1.2903
O -0.76 0.68 -2.21 -0.2837
H 1.05 0.38 -4.15 0.2800
H -0.27 -0.75 -4.39 0.3008
H -0.08 0.63 -5.50 0.4218
H -1.93 1.02 -3.85 0.3650
H 0.52 2.77 -3.28 0.2743
H -1.16 3.20 -2.95 0.3058
H -0.61 3.01 -4.63 0.4058
H 0.16 0.79 -1.94 0.1687
C 2.60 -0.82 0.12 -1.2162
C 3.13 0.42 -0.58 0.5227
C 4.30 1.03 0.18 -1.2728
O 2.08 1.38 -0.68 -0.5421
H 2.24 -0.59 1.12 0.3839
H 1.75 -1.24 -0.43 0.2143
H 3.38 -1.59 0.20 0.4052
H 3.44 0.17 -1.60 0.2181
H 3.99 1.33 1.19 0.3426
H 4.65 1.93 -0.33 0.3471
H 5.13 0.32 0.26 0.2614
H 1.79 1.61 0.22 0.3151
C 3.71 -5.41 -2.69 -1.4494
C 3.11 -4.04 -2.43 0.5476
C 2.22 -3.60 -3.58 -1.1040
O 4.16 -3.09 -2.25 -0.5211
H 4.33 -5.40 -3.59 0.3529
H 4.36 -5.71 -1.86 0.3532
H 2.93 -6.17 -2.81 0.3723
H 2.53 -4.06 -1.50 0.2777
H 2.79 -3.53 -4.51 0.3301
H 1.80 -2.61 -3.39 0.1461
H 1.39 -4.30 -3.73 0.3807
H 4.68 -3.06 -3.07 0.3277
C 8.70 2.85 0.51 -1.2533
C 8.18 2.31 1.83 0.3357
C 9.27 1.62 2.62 -1.2507
O 7.12 1.39 1.58 -0.4629
H 9.08 2.03 -0.12 0.3300
H 7.90 3.33 -0.06 0.3053
H 9.50 3.57 0.66 0.3844
H 7.76 3.14 2.42 0.2546
H 9.68 0.77 2.07 0.3349
H 8.88 1.23 3.57 0.3168
H 10.09 2.31 2.84 0.3725
H 7.48 0.65 1.06 0.3383
C -7.53 -1.99 0.91 -1.0737
C -8.20 -0.63 0.80 0.4613
C -9.36 -0.66 -0.17 -1.4036
O -7.24 0.33 0.37 -0.4845
H -7.13 -2.31 -0.06 0.3088
H -6.69 -1.96 1.60 0.1371
H -8.24 -2.75 1.26 0.3944
H -8.55 -0.32 1.79 0.2580
H -9.03 -0.92 -1.18 0.3578
H -9.83 0.34 -0.24 0.3351
H -10.13 -1.37 0.15 0.3772
H -6.92 0.06 -0.51 0.3265
```

**Frontier orbital gap**: 0.3627 Ha
**Spin multiplicity**: 1
**SMILES string**: O=CC[C@@H](C[C@H](O)C(F)(F)F)OC=O.CC(C)O.CC(C)O.CC(C)O.CC(C)O.CC(C)O
**LUMO**: -0.20 eV

***

Here is C12H25MnN2O2P2 as an isolated structure from the OMol25 dataset. Energies are from the ωB97M-V functional and the def2-TZVPD basis.

The geometry in XYZ format:
```
44
Properties=species:S:1:pos:R:3:mulliken_spin:R:1
C -2.20 0.69 -2.39 -0.0060
C -1.66 -0.05 -1.35 0.0297
N -1.23 0.54 -0.21 -0.0482
C -1.33 1.88 -0.08 0.0447
C -1.87 2.66 -1.09 -0.0002
C -2.31 2.07 -2.27 0.0089
C -1.61 -1.56 -1.46 -0.0168
P -0.70 -2.39 -0.10 -0.0606
Mn -0.42 -0.67 1.34 2.3627
P 0.13 1.62 2.36 -0.1088
C -0.91 2.56 1.20 -0.0188
O 3.20 -1.00 -4.62 0.0001
O 2.32 1.21 -1.18 -0.0007
H -2.53 0.15 -3.28 0.0002
H -1.94 3.74 -0.93 -0.0006
H -2.74 2.66 -3.07 0.0003
C -1.75 -3.76 0.46 -0.0051
C 0.77 -3.11 -0.87 -0.0038
H -0.36 3.48 0.97 -0.0046
H -1.80 2.86 1.78 -0.0064
H -1.15 -1.84 -2.32 0.0036
H -2.62 -1.98 -1.47 0.0008
C 0.03 2.36 4.00 0.0018
C 1.84 1.62 1.82 0.0442
H 4.53 -1.36 0.80 0.9858
H 3.23 1.41 -1.48 0.0008
H 3.21 -1.78 -5.08 0.0000
H 2.57 -0.44 -5.10 0.0000
H -0.53 0.34 2.76 -0.1189
H 1.73 1.93 -1.72 0.0013
H -1.64 -4.63 -0.19 -0.0008
H -1.44 -4.02 1.48 -0.0041
H -2.80 -3.43 0.48 0.0014
H 0.55 -4.11 -1.26 -0.0015
H 1.14 -2.46 -1.67 0.0028
H 1.55 -3.19 -0.10 -0.0014
H 2.33 2.53 2.19 -0.0050
H 2.35 0.74 2.26 -0.0095
H 1.95 1.55 0.72 -0.0165
H 0.66 3.25 4.06 0.0008
H -1.02 2.63 4.22 0.0009
H 0.37 1.61 4.72 -0.0019
N 1.36 -2.49 3.22 0.0441
C 0.72 -1.82 2.49 -0.0945
```

**Frontier orbital gap (spin up / spin down)**: 0.3076 / 0.2489 Ha
**Spin multiplicity**: 4
**Relative energy (zero: lowest compared OMol25 entry of this formula, charge and spin)**: 26.4 kcal/mol
**LUMO (spin up / spin down)**: -3.12 / -3.20 eV
**Net charge**: +1

***

Number 1: strongest force on any atom 1.8 eV Å⁻¹, calculated total energy -1634.01508 a.u.. Number 2: strongest force on any atom 7.6 eV Å⁻¹, calculated total energy -358.84666 a.u.. Number 3: strongest force on any atom 1.6 eV Å⁻¹, calculated total energy -1481.69052 a.u.. Number 4: strongest force on any atom 3.7 eV Å⁻¹, calculated total energy -514.68821 a.u.. Number 5: strongest force on any atom 1.8 eV Å⁻¹, calculated total energy -589.89828 a.u.. Number 6: strongest force on any atom 2.3 eV Å⁻¹, calculated total energy -1052.60378 a.u.. Number 7: strongest force on any atom 9.3 eV Å⁻¹, calculated total energy -1844.17276 a.u.. Number 8: strongest force on any atom 4.1 eV Å⁻¹, calculated total energy -2565.54816 a.u..